(1)
C27H30O8 | ωB97M-V with the def2-TZVPD basis set

Calculated values
Energy above the lowest of the compared OMol25 structures with the same formula, charge and spin in kcal per mole: 73.2
Electronic energy in eV: -44863.172
Kohn-Sham gap in eV: 3.08
Highest occupied orbital energy in eV: -5.8

Last column: Mulliken charge in e.
CARTESIAN COORDINATES (ANGSTROEM)
C  5.404  -1.743  -2.661  -1.235
C  4.487  -0.571  -2.878  -0.121
O  3.147  -1.020  -2.645  -0.229
C  2.250  -0.065  -2.949  0.221
C  0.877  -0.559  -2.790  0.410
C  -0.102  0.494  -2.512  0.407
O  0.187  1.509  -1.897  -0.756
O  -1.338  0.198  -2.977  -0.236
C  -2.323  1.272  -2.971  -0.322
C  -3.674  0.624  -2.807  -0.815
C  0.628  -1.976  -3.124  0.344
O  1.442  -2.657  -3.733  -0.697
O  -0.577  -2.437  -2.726  -0.163
C  -0.865  -3.817  -3.096  -0.244
C  -2.344  -4.011  -2.868  -1.015
O  2.563  1.042  -3.372  -0.675
H  6.438  -1.407  -2.769  0.397
H  5.287  -2.179  -1.664  0.287
H  5.226  -2.537  -3.395  0.293
H  4.717  0.240  -2.174  0.212
H  4.577  -0.199  -3.907  0.291
H  -2.096  1.957  -2.147  0.279
H  -2.241  1.801  -3.931  0.367
H  -4.464  1.380  -2.853  0.400
H  -3.866  -0.122  -3.588  0.277
H  -3.747  0.124  -1.832  -0.017
H  -0.601  -3.975  -4.150  0.315
H  -0.266  -4.487  -2.462  0.262
H  -2.641  -5.031  -3.124  0.408
H  -2.620  -3.832  -1.823  0.157
H  -2.925  -3.325  -3.495  0.255
C  -5.400  -2.092  2.434  -0.456
C  -4.603  -1.515  1.252  -0.277
C  -3.420  -0.880  1.910  0.750
C  -3.519  -1.119  3.305  0.185
O  -4.628  -1.811  3.665  -0.507
C  -2.542  -0.686  4.218  -1.154
C  -1.453  -0.007  3.730  -0.704
C  -1.352  0.336  2.340  0.521
C  -0.306  1.117  1.781  -0.253
C  0.671  1.907  2.444  0.417
C  1.821  2.268  1.670  -0.857
C  2.869  2.935  2.266  0.705
C  2.782  3.251  3.647  0.177
O  3.906  3.822  4.149  -0.501
C  4.881  3.939  3.044  -0.350
C  4.205  3.388  1.776  -0.517
C  1.634  2.986  4.414  -1.013
C  0.573  2.366  3.800  -0.747
C  -2.347  -0.158  1.434  -0.486
H  -6.380  -1.616  2.563  0.264
H  -5.522  -3.182  2.379  0.292
H  -4.311  -2.319  0.567  0.097
H  -5.219  -0.805  0.690  0.279
H  -2.692  -0.905  5.269  0.446
H  -0.652  0.269  4.413  0.833
H  -0.237  1.110  0.687  0.342
H  1.842  1.985  0.615  0.726
H  5.134  5.004  2.962  0.264
H  5.769  3.367  3.343  0.284
H  4.800  2.580  1.341  0.258
H  4.119  4.182  1.027  0.253
H  1.637  3.284  5.457  0.449
H  -0.355  2.233  4.354  0.844
H  -2.243  0.076  0.373  0.378



(2)
C11H60NO18 | ωB97M-V with the def2-TZVPD basis set

Calculated values
Energy above the lowest of the compared OMol25 structures with the same formula, charge and spin in kcal per mole: 29.0
Electronic energy in eV: -50713.213
Total charge: +1
Kohn-Sham gap in eV: 9.71
Highest occupied orbital energy in eV: -12.4

Last column: Mulliken charge in e.
CARTESIAN COORDINATES (ANGSTROEM)
C  3.388  -2.473  -1.072  -1.654
C  2.279  -2.177  -0.240  0.147
C  1.552  -0.640  -0.430  0.054
C  0.392  -0.594  0.505  -0.750
N  -0.375  0.628  0.433  1.386
C  -0.886  0.848  -0.913  -0.246
C  0.071  1.971  -1.576  -0.215
C  0.299  2.835  -0.436  -0.401
C  0.377  1.939  0.841  -0.083
C  -1.623  0.484  1.265  -1.701
C  -1.322  0.250  2.727  -0.300
C  -2.578  -0.136  3.555  -1.321
H  4.378  -2.369  -0.677  0.350
H  3.453  -1.790  -1.942  0.334
H  3.319  -3.443  -1.437  0.408
H  2.711  -2.477  0.703  0.222
H  1.448  -2.797  -0.634  0.167
H  1.324  -0.448  -1.456  0.470
H  2.180  0.056  0.087  -0.088
H  0.650  -0.788  1.601  -0.001
H  -0.357  -1.343  0.145  -0.025
H  -1.990  0.925  -0.826  0.514
H  -0.802  -0.103  -1.581  -0.008
H  -0.485  2.513  -2.295  -0.065
H  0.966  1.625  -2.010  0.161
H  -0.648  3.297  -0.466  0.275
H  1.115  3.736  -0.465  0.155
H  0.015  2.465  1.599  0.733
H  1.551  1.731  1.088  -0.635
H  -2.225  -0.195  0.908  0.986
H  -2.226  1.287  1.343  0.901
H  -1.016  1.216  3.231  0.155
H  -0.705  -0.477  3.068  0.350
H  -2.204  0.011  4.590  0.385
H  -2.838  -1.045  3.275  0.295
H  -3.434  0.568  3.330  0.198
O  -1.933  -3.929  3.446  -0.693
H  -2.198  -3.423  2.674  0.292
H  -1.440  -3.231  3.944  0.378
O  -2.416  -2.689  -1.533  -0.726
H  -2.558  -1.836  -2.073  0.309
H  -1.815  -3.188  -2.219  0.367
O  3.613  3.003  -1.615  -0.562
H  3.879  3.450  -0.860  0.252
H  3.789  2.114  -1.664  0.263
O  4.567  1.027  1.152  -0.554
H  4.550  0.306  1.767  0.274
H  5.393  1.347  1.009  0.247
O  2.874  2.825  2.594  -0.619
H  3.588  2.379  2.043  0.392
H  2.661  2.134  3.087  0.258
O  -3.081  -3.498  1.024  -0.636
H  -2.702  -3.138  0.242  0.339
H  -3.331  -4.431  0.890  0.285
O  -0.479  2.239  -5.445  -0.705
H  -1.324  2.573  -4.772  0.391
H  -0.884  1.629  -6.053  0.306
O  1.662  5.661  1.297  -0.599
H  2.170  4.937  1.443  0.251
H  1.010  5.632  1.957  0.317
O  -2.659  3.377  -4.009  -0.714
H  -3.343  3.828  -4.734  0.335
H  -2.222  4.111  -3.407  0.361
O  1.507  -5.984  -0.032  -0.590
H  0.974  -5.446  0.553  0.343
H  2.327  -5.784  0.209  0.260
O  0.252  -3.913  1.707  -0.660
H  1.082  -3.856  2.290  0.294
H  -0.575  -4.037  2.258  0.403
O  -4.435  1.311  -0.667  -0.630
H  -5.228  1.514  -1.163  0.280
H  -4.422  0.387  -0.365  0.321
O  -3.486  -0.538  -2.924  -0.546
H  -3.427  -0.463  -3.877  0.269
H  -4.194  0.042  -2.609  0.215
O  2.549  4.137  -4.081  -0.630
H  1.611  4.615  -4.151  0.287
H  2.735  3.534  -3.334  0.368
O  -5.845  1.033  4.899  -0.629
H  -4.974  1.476  4.866  0.322
H  -6.413  1.499  4.299  0.313
O  -1.021  -1.896  6.401  -0.609
H  -0.543  -2.770  6.518  0.315
H  -0.900  -1.362  7.295  0.304
O  1.225  0.050  -4.358  -0.594
H  0.698  0.780  -4.736  0.347
H  0.700  -0.902  -4.340  0.291
O  5.401  -3.849  -3.911  -0.622
H  5.266  -4.584  -3.312  0.312
H  5.988  -3.290  -3.428  0.302



(3)
C4H7NO3 | ωB97M-V with the def2-TZVPD basis set

Calculated values
Energy above the lowest of the compared OMol25 structures with the same formula, charge and spin in kcal per mole: 118.0
SMILES: CC(=O)NO.C=C=O
Electronic energy in eV: -11890.159
Kohn-Sham gap in eV: 9.22
Highest occupied orbital energy in eV: -9.5

Last column: Mulliken charge in e.
CARTESIAN COORDINATES (ANGSTROEM)
C  2.133  0.704  0.103  -1.001
C  1.317  -0.549  0.255  0.754
O  1.300  -1.269  1.233  -0.597
N  0.434  -0.787  -0.800  -0.184
O  -0.423  -1.826  -0.700  -0.467
H  1.496  1.586  0.069  0.231
H  2.822  0.822  0.936  0.299
H  2.695  0.681  -0.829  0.333
H  -0.027  0.023  -1.287  0.271
H  -0.851  -1.664  0.412  0.423
C  -2.252  -0.064  0.431  -1.387
C  -1.666  0.933  -0.269  0.937
O  -1.260  1.994  -0.533  -0.339
H  -2.717  -0.841  -0.161  0.403
H  -3.000  0.256  1.140  0.323



(4)
C8H14 | ωB97M-V with the def2-TZVPD basis set

Calculated values
Energy above the lowest of the compared OMol25 structures with the same formula, charge and spin in kcal per mole: 77.7
SMILES: CC1=C[C@@H]1C(C)(C)C
Electronic energy in eV: -8519.710
Kohn-Sham gap in eV: 9.90
Highest occupied orbital energy in eV: -9.0

Last column: Mulliken charge in e.
CARTESIAN COORDINATES (ANGSTROEM)
C  2.754  0.859  0.119  -1.183
C  1.771  -0.260  0.029  0.228
C  1.411  -1.543  -0.009  -0.387
C  0.380  -0.662  0.596  -1.021
C  -0.866  -0.106  0.046  2.089
C  -1.035  1.345  0.688  -1.556
C  -2.062  -1.075  0.267  -1.660
C  -0.749  0.036  -1.498  -1.763
H  3.681  0.634  -0.467  0.321
H  3.016  1.072  1.149  0.300
H  2.254  1.789  -0.299  0.255
H  1.535  -2.556  -0.450  0.331
H  0.168  -0.866  1.677  0.502
H  -2.095  1.688  0.576  0.393
H  -0.375  2.046  0.178  0.353
H  -0.746  1.246  1.758  0.360
H  -2.885  -0.681  -0.350  0.461
H  -1.752  -2.149  -0.097  0.300
H  -2.265  -1.134  1.356  0.407
H  -0.824  1.064  -1.659  0.402
H  -1.550  -0.470  -1.954  0.404
H  0.235  -0.278  -1.657  0.465